Entry 1:
Density functional theory data (ωB97M-V/def2-TZVPD) for a molecular structure, C43H47N2O8PTeTi at a distorted geometry.

Values from the calculation:
Multiplicity: 2
HOMO level (alpha / beta): -3.305 / -3.194 eV
F_max: 3.9 eV/A
Frontier orbital gap (alpha / beta): 4.648 / 4.436 eV
Expectation value of S²: 0.80
Charge: -1

CARTESIAN COORDINATES (ANGSTROEM)
Ti -0.966918 -0.510466 1.478143
O 2.476055 -1.170040 3.511431
C 1.247369 -0.597173 3.370747
O 0.223421 -1.291429 2.954840
C 0.944723 0.604443 4.208528
O 0.186731 1.502941 3.400735
C 1.014578 1.912719 2.296809
C 1.609666 0.704214 1.554835
O 2.836663 0.588581 1.452121
O 0.740658 0.036152 0.782274
H 3.022765 -0.746277 2.823609
H 0.332276 0.349638 5.077787
H 1.872338 1.073548 4.539033
H 0.365816 2.469869 1.637664
H 1.837520 2.529609 2.650018
O -3.997997 -2.541084 -0.085360
C -3.223079 -1.936376 0.610994
O -2.102709 -1.392150 0.207020
C -3.412752 -1.772009 2.089865
C -4.448667 -2.373937 2.766646
C -4.542784 -2.232116 4.140015
C -3.561294 -1.484552 4.785884
C -2.539119 -0.927555 4.065106
N -2.436433 -1.054359 2.712613
H -5.156198 -2.949445 2.183211
H -5.346449 -2.693320 4.698331
H -3.588947 -1.338442 5.857675
H -1.759515 -0.354808 4.538229
C -0.341394 -3.417058 -1.103667
P 0.243002 -2.935940 0.570057
C 2.053177 -3.005908 0.360945
C 2.622674 -2.564881 -0.832502
C 4.001950 -2.502153 -0.983031
C 4.831697 -2.870588 0.068617
C 4.273500 -3.299777 1.268224
C 2.892859 -3.364572 1.414978
C -0.112489 -4.516107 1.449566
C -1.089417 -4.506997 2.442619
C -1.499547 -5.689277 3.053296
C -0.926364 -6.894968 2.679956
C 0.070008 -6.914808 1.705720
C 0.472811 -5.734461 1.096063
H 0.317733 -4.148895 -1.576477
H -0.435326 -2.531640 -1.731088
H -1.342878 -3.834173 -0.990822
H 1.981965 -2.251653 -1.651390
H 4.426949 -2.154463 -1.917764
H 5.909627 -2.809611 -0.039871
H 4.914806 -3.569111 2.101205
H 2.465693 -3.677105 2.359196
H -1.522877 -3.562476 2.750425
H -2.265233 -5.662315 3.819924
H -1.251382 -7.819514 3.143278
H 0.530847 -7.854038 1.421294
H 1.254663 -5.755460 0.342581
C -3.857907 1.648220 2.078111
C -3.073620 1.480195 0.791269
O -3.681614 1.709344 -0.262569
N -1.747597 1.171933 0.898197
Te -1.058137 1.044109 -1.343313
C -0.798059 1.692527 -3.508710
C -0.038407 0.870119 -4.349313
C 0.309454 -0.571460 -4.025436
C 0.405382 1.364035 -5.581367
C 0.074745 2.633684 -6.023982
C 0.568863 3.162271 -7.350822
C -0.765769 3.399998 -5.221642
C -1.215832 2.951855 -3.983831
C -2.169416 3.849622 -3.223321
C 0.352439 2.589996 -0.942012
C -0.012170 3.763998 -0.261507
C -1.383174 4.050163 0.316989
C 0.966388 4.728001 -0.018774
C 2.286662 4.561041 -0.403719
C 3.333697 5.605247 -0.097955
C 2.628040 3.381089 -1.048252
C 1.694536 2.385654 -1.322341
C 2.221615 1.137211 -2.002663
H -4.447423 2.559603 1.989850
H -3.204477 1.701125 2.945508
H -4.551249 0.811584 2.195749
H -0.154680 -0.906568 -3.105165
H 1.390597 -0.713360 -3.930433
H -0.039126 -1.227607 -4.827386
H 1.023221 0.723988 -6.209944
H 1.287638 2.477690 -7.803381
H 1.056833 4.133182 -7.230685
H -0.255267 3.298414 -8.056562
H -1.089942 4.379277 -5.574293
H -2.838041 4.364495 -3.918662
H -1.623659 4.613834 -2.665074
H -2.781555 3.287520 -2.520788
H -2.169458 3.426377 -0.087640
H -1.651892 5.095119 0.142017
H -1.370087 3.887775 1.400002
H 0.678106 5.631964 0.513460
H 2.878427 6.524451 0.276888
H 3.917050 5.851804 -0.989156
H 4.034578 5.243147 0.660175
H 3.662902 3.210650 -1.339141
H 2.568399 1.375034 -3.014555
H 1.480821 0.348343 -2.073754
H 3.053400 0.735076 -1.420209

Atoms 1-3, force components in eV/Å:
Ti 2.140 2.278 -2.358
O -0.434 -0.315 0.094
C -0.265 -0.026 0.514

=====

Entry 2:
Density functional theory data (ωB97M-V/def2-TZVPD) for a molecular structure, C43H48CoN11PS3.

Values from the calculation:
Multiplicity: 4
HOMO level (alpha / beta): -11.768 / -11.771 eV
F_max: 0.5 eV/A
Frontier orbital gap (alpha / beta): 6.811 / 6.803 eV
Expectation value of S²: 3.76
Charge: +2

CARTESIAN COORDINATES (ANGSTROEM)
Co -0.290648 0.167862 0.307388
N -0.887391 -3.458602 -1.297892
C -0.992661 -2.150493 -0.804574
S -1.061076 -2.061259 0.972509
N -1.980204 -1.284969 -1.639757
N -2.127265 -0.156292 -0.813558
C -2.728492 0.908881 -1.141245
C -3.576248 1.122754 -2.336026
C -3.344760 2.201507 -3.188373
C -4.137839 2.383825 -4.310639
C -5.183441 1.505984 -4.568866
C -5.430357 0.443539 -3.709416
C -4.624502 0.244111 -2.599370
C -2.518410 1.995835 -0.125434
C -3.348754 3.098101 -0.038096
C -3.100218 4.055506 0.935293
C -2.025904 3.885788 1.789226
C -1.237043 2.757496 1.641883
N -1.471319 1.829152 0.714257
H -1.119510 -4.147864 -0.600476
H -1.370349 -3.628264 -2.171127
H -2.537228 2.895793 -2.978161
H -3.947006 3.214592 -4.978137
H -5.810115 1.655053 -5.438738
H -6.251571 -0.234602 -3.904698
H -4.800533 -0.591855 -1.933069
H -4.181367 3.196657 -0.721417
H -3.739304 4.925178 1.021115
H -1.789605 4.617328 2.549211
H -0.379090 2.590279 2.281186
S 4.093327 0.579076 4.227477
C 5.566915 0.523767 5.094432
C 6.529512 -0.129707 4.395344
C 6.068930 -0.588542 3.130371
C 4.764123 -0.279520 2.881308
C 3.957823 -0.594384 1.691435
C 2.608047 -0.173118 1.618269
N 1.790943 -0.459156 0.633179
C 2.284523 -1.187321 -0.417491
C 3.632363 -1.579299 -0.491608
C 4.074027 -2.224369 -1.680798
C 3.224453 -2.439594 -2.727782
C 1.853971 -2.072532 -2.647148
C 0.872518 -2.270079 -3.713145
C -0.385841 -1.789755 -3.680847
C -0.781423 -0.910618 -2.510931
N 0.076923 -1.147822 -1.348169
C 1.422917 -1.496533 -1.487557
C -1.346298 -1.972242 -4.761841
C -2.662968 -1.596134 -4.777291
C -3.322817 -1.911786 -5.992925
C -2.494432 -2.524005 -6.881915
S -0.916824 -2.712148 -6.263555
C 4.456808 -1.285444 0.612459
H 5.639929 0.986040 6.066656
H 7.536058 -0.274346 4.761284
H 6.701592 -1.123395 2.434282
H 2.193820 0.435407 2.416749
H 5.110990 -2.530221 -1.751851
H 3.594682 -2.906222 -3.632654
H 1.193653 -2.829449 -4.586117
H -0.858028 0.131154 -2.840263
H -3.146610 -1.125668 -3.933210
H -4.364074 -1.701671 -6.194718
H -2.726342 -2.874423 -7.876597
H 5.491357 -1.609952 0.596503
C -1.239098 -1.910076 6.702248
N -1.563305 -2.623715 5.381488
C -0.413162 -3.598160 5.069599
N 0.832061 -2.917697 5.054755
C 1.073436 -2.236464 6.325151
N 0.022271 -1.263614 6.629960
C 0.028885 -0.124811 5.700857
P -0.253710 -0.607827 3.915455
C -1.763297 -1.645654 4.260038
C 0.975821 -2.015166 3.906591
H -1.235998 -2.683373 7.469038
H -2.046491 -1.204201 6.887646
H -2.420503 -3.162828 5.506054
H -0.633138 -4.045628 4.101783
H -0.438206 -4.355503 5.852122
H 2.031038 -1.721671 6.272758
H 1.115831 -2.974692 7.126719
H 0.988375 0.388843 5.779364
H -0.741443 0.588326 6.002480
H -2.029584 -2.201183 3.360677
H -2.597999 -0.994600 4.519698
H 1.982472 -1.594949 3.925227
H 0.858689 -2.568119 2.973267
C 0.766524 2.652705 -3.810892
C 1.158294 3.519950 -2.607895
C 0.620107 4.934265 -2.786733
C 2.674300 3.554787 -2.454627
N 0.552997 3.025871 -1.349012
N 0.907455 1.688399 -1.008231
H 1.137782 3.095186 -4.736323
H -0.321344 2.567918 -3.893517
H 1.189897 1.642795 -3.756341
H 1.035557 5.389455 -3.686326
H 0.884603 5.550883 -1.926561
H -0.470640 4.930565 -2.885735
H 3.123899 3.978185 -3.353479
H 3.100984 2.557047 -2.321365
H 2.957933 4.177222 -1.603211
H -0.458240 3.038245 -1.443470
H 1.798851 1.723289 -0.526937
H 1.065765 1.128990 -1.846653

Atoms 1-3, force components in eV/Å:
Co 0.164 -0.225 0.067
N -0.016 0.045 0.003
C 0.009 0.017 -0.049

=====

Entry 3:
Density functional theory data (ωB97M-V/def2-TZVPD) for 5 unconnected molecules or ions with the total composition C43H48F4N2O5S2.

Values from the calculation:
HOMO level: -8.514 eV
F_max: 1.0 eV/A
Frontier orbital gap: 7.386 eV

CARTESIAN COORDINATES (ANGSTROEM)
C 0.685430 4.431677 -3.924125
C 0.195364 3.125159 -3.270366
C 0.122761 1.970162 -4.267869
C -0.623864 0.734408 -3.800642
O 0.196797 -0.304657 -3.186142
C 1.197083 0.102676 -2.370918
C 2.465516 0.063437 -2.855706
N 3.488202 0.436215 -2.070280
C 3.353403 0.844374 -0.801769
C 4.572271 1.268698 -0.060391
C 5.839508 0.458983 -0.379744
C 6.827493 0.494174 0.782021
S 7.491046 2.138436 1.063869
C 6.568025 2.751918 2.459960
S 5.824965 1.796647 3.532799
N 6.626660 4.152812 2.627258
C 6.366548 4.948555 1.407891
C 5.244733 5.944077 1.669020
C 7.874118 4.591657 3.293841
C 8.119827 3.956271 4.647304
C 2.087078 0.870687 -0.256564
C 1.857585 1.351757 1.188676
O 1.062404 2.302573 1.213798
O 2.503099 0.753057 2.051680
C 1.007403 0.503521 -1.046462
C -0.373463 0.594927 -0.454910
O -1.234134 1.298917 -0.914652
O -0.509949 -0.217364 0.600288
H 0.009410 5.255932 -3.711236
H 0.802625 4.320760 -5.001588
H 1.659681 4.721913 -3.530131
H -0.773919 3.260931 -2.795193
H 0.884494 2.881563 -2.458311
H -0.425070 2.332813 -5.142781
H 1.119601 1.713631 -4.637536
H -1.442014 0.984936 -3.130305
H -1.056085 0.227062 -4.661905
H 2.658506 -0.265352 -3.864387
H 4.418009 0.410371 -2.466395
H 4.761439 2.313348 -0.332473
H 4.354825 1.259114 1.006319
H 5.600768 -0.583161 -0.602151
H 6.337094 0.901079 -1.248479
H 7.662120 -0.179406 0.598477
H 6.335666 0.163375 1.696167
H 7.269887 5.493999 1.117911
H 6.103916 4.311435 0.568336
H 5.547672 6.697845 2.394794
H 4.970084 6.456116 0.745480
H 4.358775 5.429373 2.036787
H 7.764873 5.668453 3.435878
H 8.742367 4.452929 2.636478
H 7.275966 4.123523 5.312651
H 8.308303 2.887411 4.570570
H 9.005358 4.412617 5.090580
H -1.271879 0.101891 1.107733
F -4.263266 3.431148 -2.995072
C -4.919087 2.535055 -2.222733
C -4.242383 1.943361 -1.175786
C -4.923640 1.020447 -0.397185
C -6.244712 0.699008 -0.673938
C -6.900057 1.311843 -1.732642
C -6.236371 2.244594 -2.517993
H -3.210265 2.192037 -0.979655
H -4.415895 0.543992 0.432006
H -6.761559 -0.029124 -0.062105
H -7.928800 1.061075 -1.953754
H -6.724008 2.737273 -3.348277
F -8.637903 -4.172847 0.657430
C -7.522276 -3.736783 1.276536
C -7.462582 -3.788781 2.655054
C -6.311572 -3.339027 3.285465
C -5.249950 -2.846012 2.538791
C -5.337189 -2.806447 1.154262
C -6.481303 -3.255214 0.509177
H -8.304232 -4.172584 3.215262
H -6.243598 -3.374927 4.364538
H -4.355900 -2.496543 3.037930
H -4.512624 -2.420246 0.568727
H -6.570586 -3.235120 -0.568711
F -2.925425 -3.632996 -7.034541
C -2.584753 -3.715272 -5.731821
C -1.507724 -2.980659 -5.278627
C -1.161519 -3.065221 -3.937478
C -1.887594 -3.880886 -3.079416
C -2.965073 -4.610855 -3.562310
C -3.324572 -4.530660 -4.900159
H -0.955800 -2.356814 -5.969459
H -0.327603 -2.488932 -3.564641
H -1.614801 -3.944557 -2.034403
H -3.531200 -5.248065 -2.896041
H -4.162799 -5.086027 -5.298040
F -4.260754 -6.795341 6.663429
C -3.338668 -6.130425 5.936740
C -3.599665 -5.873485 4.606415
C -2.647639 -5.186696 3.866802
C -1.461755 -4.772840 4.457676
C -1.225750 -5.046980 5.797974
C -2.169276 -5.730270 6.551374
H -4.529975 -6.205358 4.165196
H -2.839393 -4.969711 2.824222
H -0.724556 -4.235513 3.876582
H -0.302698 -4.726722 6.261954
H -2.009633 -5.950145 7.598087

Atoms 1-3, force components in eV/Å:
C 0.117 -0.151 0.260
C 0.451 0.073 0.074
C -0.255 0.246 -0.008

=====

Entry 4:
Density functional theory data (ωB97M-V/def2-TZVPD) for a molecular structure, C43H48MnN7Se.

Values from the calculation:
Multiplicity: 5
HOMO level (alpha / beta): -5.328 / -6.518 eV
F_max: 0.8 eV/A
Frontier orbital gap (alpha / beta): 4.975 / 5.516 eV
Expectation value of S²: 6.22

CARTESIAN COORDINATES (ANGSTROEM)
Mn -0.172471 -0.609343 0.451111
C -1.273273 4.491437 -3.299278
C -0.048788 4.334918 -2.389034
C -0.342465 3.407305 -1.251206
C -0.832264 3.684405 -0.005988
C -1.215587 4.972207 0.663124
C -0.655397 6.275604 0.099698
C -1.005689 2.439728 0.700428
C -1.540807 2.225891 1.923497
C -1.690416 0.973024 2.571018
C -2.481539 0.779559 3.738445
C -3.299538 1.844896 4.403632
C -4.613628 2.103853 3.653400
C -2.381850 -0.555226 4.064512
C -1.519920 -1.143412 3.094406
C -1.037320 -2.457985 3.120320
C -0.054087 -2.955318 2.300548
N 0.530469 -2.272952 1.261262
C 1.461348 -3.122464 0.723822
C 2.182944 -2.869974 -0.420276
C 2.004799 -1.773777 -1.272800
N 1.079618 -0.780493 -1.088481
C 1.205813 0.057090 -2.166360
C 0.590932 1.322981 -2.301753
C -0.117165 1.988585 -1.355762
N -0.608068 1.369670 -0.164290
C 2.201271 -0.427871 -3.061754
C 2.713196 -1.572328 -2.493178
C 3.863550 -2.392995 -2.986686
C 5.191205 -1.906052 -2.388459
C 2.625272 0.182636 -4.362663
C 1.927164 -0.472595 -5.561518
C 1.504608 -4.362575 1.477096
C 0.548574 -4.267596 2.436572
C 0.145629 -5.278176 3.463713
C 0.801861 -5.020205 4.827287
C 2.450576 -5.493326 1.227038
C 3.787761 -5.289134 1.952634
N -1.122051 -0.208314 2.177252
C -3.026912 -1.271418 5.210480
C -2.067492 -1.493219 6.387653
H -1.043632 5.137971 -4.147586
H -2.105696 4.929131 -2.746329
H -1.597293 3.523567 -3.683769
H 0.256559 5.308706 -2.018198
H 0.786350 3.940572 -2.969541
H -0.906529 4.896393 1.708037
H -2.309602 5.033275 0.668488
H 0.434605 6.258868 0.072608
H -0.963976 7.098177 0.745577
H -1.033852 6.489068 -0.898848
H -1.907289 3.091332 2.456895
H -2.720643 2.770330 4.455508
H -3.521946 1.555695 5.432109
H -4.416470 2.485661 2.651059
H -5.236114 2.825055 4.187042
H -5.179706 1.176744 3.548811
H -1.424156 -3.111480 3.891901
H 2.920502 -3.604790 -0.715228
H 0.823036 1.869466 -3.204630
H 3.918935 -2.339242 -4.075807
H 3.717588 -3.443704 -2.727551
H 5.362134 -0.860109 -2.647596
H 6.029477 -2.496847 -2.762144
H 5.164623 -1.977851 -1.300442
H 3.707891 0.080496 -4.470750
H 2.411161 1.252295 -4.370365
H 0.849030 -0.320300 -5.498477
H 2.115732 -1.546275 -5.577954
H 2.284707 -0.045098 -6.500196
H 0.414760 -6.276542 3.114318
H -0.941462 -5.256155 3.569777
H 1.866140 -5.255342 4.790766
H 0.344943 -5.634267 5.604931
H 0.702967 -3.971689 5.110610
H 2.637200 -5.594487 0.156268
H 1.996989 -6.426697 1.567160
H 4.277376 -4.379054 1.603605
H 4.454890 -6.134528 1.777529
H 3.626329 -5.193425 3.026532
H -3.413683 -2.234998 4.868005
H -3.883563 -0.690338 5.557868
H -1.176377 -2.034015 6.067892
H -2.553133 -2.064464 7.181224
H -1.747915 -0.534691 6.798782
N -2.763859 0.439840 -0.633017
C -1.562845 0.327720 -0.329418
Se -1.508059 -4.076949 -0.638865
N -1.784309 -2.299681 -0.377466
C -3.017792 -2.053620 -0.657518
C -3.641778 -0.699049 -0.467767
C -4.929263 -0.561535 -1.217860
C -5.631569 -1.645400 -1.642943
C -5.138535 -2.964276 -1.560029
C -3.815227 -3.177195 -1.118274
N -3.174234 -4.333506 -1.165140
H -3.932445 -0.670126 0.602329
H -5.319288 0.442600 -1.313826
H -6.604804 -1.492204 -2.093269
H -5.721041 -3.802373 -1.914891

Atoms 1-3, force components in eV/Å:
Mn -0.124 0.323 -0.031
C 0.099 0.025 0.000
C -0.136 -0.050 -0.055

=====

Q: Among the records above, which one has the highest F_max?
A: C43H47N2O8PTeTi

=====

Q: Which of these has the lowest F_max?
A: C43H48CoN11PS3

=====

Q: What is the F_max in the third record?
A: 1.0 eV/A